No. 1
{"formula": "C70H170Br10N10", "method": "ωB97M-V/def2-TZVPD", "e_above_lowest_ev": 0.0345, "lumo_ev": 0.286, "largest_force_ev_per_a": 3.5, "symbols": ["Br", "C", "C", "Br", "H", "H", "H", "H", "Br", "C", "C", "Br", "H", "H", "H", "H", "Br", "C", "C", "Br", "H", "H", "H", "H", "Br", "C", "C", "Br", "H", "H", "H", "H", "Br", "C", "C", "Br", "H", "H", "H", "H", "C", "C", "N", "C", "C", "C", "C", "H", "H", "H", "H", "H", "H", "H", "H", "H", "H", "H", "H", "H", "H", "H", "C", "C", "N", "C", "C", "C", "C", "H", "H", "H", "H", "H", "H", "H", "H", "H", "H", "H", "H", "H", "H", "H", "C", "C", "N", "C", "C", "C", "C", "H", "H", "H", "H", "H", "H", "H", "H", "H", "H", "H", "H", "H", "H", "H", "C", "C", "N", "C", "C", "C", "C", "H", "H", "H", "H", "H", "H", "H", "H", "H", "H", "H", "H", "H", "H", "H", "C", "C", "N", "C", "C", "C", "C", "H", "H", "H", "H", "H", "H", "H", "H", "H", "H", "H", "H", "H", "H", "H", "C", "C", "N", "C", "C", "C", "C", "H", "H", "H", "H", "H", "H", "H", "H", "H", "H", "H", "H", "H", "H", "H", "C", "C", "N", "C", "C", "C", "C", "H", "H", "H", "H", "H", "H", "H", "H", "H", "H", "H", "H", "H", "H", "H", "C", "C", "N", "C", "C", "C", "C", "H", "H", "H", "H", "H", "H", "H", "H", "H", "H", "H", "H", "H", "H", "H", "C", "C", "N", "C", "C", "C", "C", "H", "H", "H", "H", "H", "H", "H", "H", "H", "H", "H", "H", "H", "H", "H", "C", "C", "N", "C", "C", "C", "C", "H", "H", "H", "H", "H", "H", "H", "H", "H", "H", "H", "H", "H", "H", "H"], "xyz": [[-5.379, 2.423, -6.933], [-6.086, 1.314, -5.460], [-5.173, 1.578, -4.302], [-5.516, 0.274, -2.838], [-5.970, 0.259, -5.696], [-7.101, 1.671, -5.367], [-5.241, 2.565, -3.822], [-4.111, 1.420, -4.603], [0.131, 1.509, -8.366], [-0.238, 1.592, -6.455], [-0.312, 3.080, -6.040], [-1.031, 3.248, -4.155], [0.525, 1.063, -5.911], [-1.121, 1.018, -6.151], [-0.983, 3.624, -6.730], [0.620, 3.603, -5.946], [5.628, 0.506, 0.028], [6.440, 1.959, 1.056], [7.437, 2.752, 0.257], [8.230, 4.122, 1.456], [6.907, 1.524, 1.972], [5.577, 2.622, 1.327], [7.104, 3.298, -0.632], [8.337, 2.137, 0.077], [0.296, 6.134, 0.137], [-1.175, 4.909, 0.494], [-2.215, 4.890, -0.596], [-3.388, 6.430, -0.754], [-1.502, 5.135, 1.517], [-0.666, 3.908, 0.483], [-2.928, 4.165, -0.425], [-1.794, 4.707, -1.559], [-1.850, -3.189, 5.296], [-0.998, -3.788, 3.711], [-0.310, -5.111, 3.912], [0.550, -5.553, 2.239], [-0.234, -3.048, 3.435], [-1.736, -3.889, 2.947], [-1.059, -5.888, 4.082], [0.499, -5.106, 4.639], [-9.657, 2.860, 0.489], [-8.499, 3.369, 1.407], [-7.464, 2.406, 1.778], [-6.313, 2.484, 0.828], [-5.636, 1.079, 0.854], [-7.169, 2.413, 3.167], [-8.279, 1.811, 4.007], [-10.371, 3.579, 0.208], [-10.202, 2.008, 0.954], [-9.189, 2.453, -0.496], [-7.967, 4.130, 0.822], [-8.919, 3.809, 2.319], [-6.706, 2.641, -0.164], [-5.607, 3.271, 1.141], [-5.002, 0.965, 1.734], [-6.433, 0.313, 0.791], [-4.924, 0.999, 0.050], [-6.836, 3.458, 3.439], [-6.266, 1.817, 3.408], [-7.931, 1.330, 4.897], [-8.782, 0.988, 3.471], [-9.083, 2.487, 4.289], [2.767, -2.219, -7.008], [2.398, -0.877, -6.297], [3.063, -0.750, -4.969], [2.827, 0.609, -4.361], [3.257, 1.730, -5.326], [2.696, -1.795, -4.078], [3.397, -1.736, -2.696], [3.845, -2.412, -6.852], [2.527, -2.240, -8.057], [2.233, -3.086, -6.574], [2.796, -0.027, -6.868], [1.300, -0.719, -6.271], [1.756, 0.619, -4.062], [3.253, 0.722, -3.402], [3.109, 2.649, -4.818], [4.328, 1.520, -5.511], [2.835, 1.778, -6.307], [2.986, -2.813, -4.373], [1.594, -1.768, -3.837], [3.246, -0.905, -2.091], [4.468, -1.740, -2.801], [3.127, -2.580, -2.094], [2.571, -5.197, -0.679], [1.534, -5.146, -1.756], [1.639, -6.276, -2.682], [2.569, -6.013, -3.770], [3.226, -7.196, -4.366], [0.426, -6.950, -3.129], [-0.194, -7.718, -1.961], [3.536, -5.241, -1.139], [2.480, -6.074, -0.016], [2.553, -4.279, -0.092], [0.539, -5.156, -1.291], [1.443, -4.230, -2.259], [1.991, -5.396, -4.535], [3.271, -5.273, -3.374], [2.544, -7.957, -4.688], [3.864, -6.869, -5.226], [3.857, -7.603, -3.578], [0.803, -7.762, -3.802], [-0.343, -6.390, -3.680], [-0.984, -7.156, -1.482], [0.512, -7.986, -1.189], [-0.691, -8.677, -2.286], [-3.723, -4.717, -1.038], [-4.459, -4.058, 0.105], [-4.029, -4.377, 1.417], [-4.338, -5.751, 1.762], [-3.382, -6.429, 2.781], [-4.495, -3.456, 2.434], [-3.880, -2.041, 2.349], [-3.789, -5.788, -1.159], [-2.668, -4.473, -0.967], [-4.130, -4.196, -1.936], [-4.258, -2.981, -0.093], [-5.546, -4.190, -0.079], [-4.229, -6.320, 0.860], [-5.409, -5.972, 2.105], [-2.294, -6.500, 2.476], [-3.805, -7.404, 3.042], [-3.396, -5.871, 3.758], [-5.561, -3.439, 2.438], [-4.242, -3.859, 3.434], [-2.927, -2.089, 1.844], [-4.544, -1.400, 1.709], [-3.745, -1.561, 3.355], [-0.617, -4.153, -6.099], [-1.454, -3.459, -5.100], [-2.207, -2.346, -5.616], [-2.794, -1.594, -4.479], [-1.774, -0.759, -3.728], [-3.255, -2.774, -6.546], [-3.764, -1.675, -7.549], [0.340, -3.665, -6.268], [-1.127, -4.118, -7.043], [-0.417, -5.177, -5.813], [-2.098, -4.174, -4.545], [-0.799, -3.139, -4.259], [-3.627, -0.991, -4.889], [-3.249, -2.293, -3.803], [-0.885, -1.355, -3.408], [-1.291, -0.036, -4.413], [-2.142, -0.203, -2.843], [-4.132, -3.048, -5.927], [-2.869, -3.638, -7.049], [-3.110, -1.507, -8.388], [-3.887, -0.654, -7.113], [-4.659, -2.004, -8.053], [0.570, 3.830, 5.049], [1.035, 5.267, 4.893], [2.480, 5.425, 4.817], [2.983, 6.713, 5.150], [2.925, 7.011, 6.637], [2.950, 4.954, 3.508], [4.411, 4.500, 3.400], [-0.470, 3.854, 5.178], [1.043, 3.435, 5.967], [0.827, 3.116, 4.265], [0.525, 5.695, 4.008], [0.558, 5.719, 5.769], [4.025, 6.702, 4.815], [2.441, 7.480, 4.541], [2.758, 8.051, 6.861], [2.078, 6.493, 7.127], [3.819, 6.643, 7.149], [2.826, 5.724, 2.673], [2.354, 4.110, 3.242], [4.617, 3.747, 4.179], [5.162, 5.313, 3.520], [4.611, 4.050, 2.376], [4.130, 7.710, 0.008], [5.013, 6.376, 0.170], [4.816, 5.516, -0.961], [3.478, 4.918, -1.125], [3.456, 3.549, -1.829], [5.412, 5.995, -2.199], [6.914, 6.445, -2.133], [3.087, 7.397, -0.221], [4.481, 8.311, -0.835], [4.092, 8.346, 0.920], [6.033, 6.708, 0.294], [4.758, 5.840, 1.096], [2.970, 4.863, -0.176], [2.975, 5.631, -1.821], [3.940, 2.775, -1.211], [2.419, 3.278, -1.959], [3.932, 3.487, -2.806], [4.823, 6.817, -2.644], [5.255, 5.231, -2.974], [7.370, 5.721, -1.437], [6.940, 7.423, -1.622], [7.365, 6.453, -3.095], [0.214, -2.394, 0.461], [-0.030, -1.243, -0.573], [0.074, 0.079, 0.062], [1.459, 0.475, 0.261], [1.612, 1.572, 1.339], [-0.576, 1.115, -0.731], [-2.093, 1.078, -0.520], [-0.600, -2.302, 1.205], [1.181, -2.238, 0.943], [0.070, -3.418, 0.036], [0.679, -1.347, -1.433], [-1.105, -1.366, -0.902], [1.866, 0.953, -0.635], [2.041, -0.426, 0.533], [1.096, 1.254, 2.259], [1.290, 2.545, 1.029], [2.693, 1.583, 1.567], [-0.340, 2.124, -0.411], [-0.355, 1.109, -1.812], [-2.311, 1.685, 0.373], [-2.662, 1.481, -1.348], [-2.666, 0.147, -0.306], [2.990, -2.628, 3.996], [4.186, -2.857, 3.075], [4.941, -4.024, 3.524], [5.528, -4.753, 2.371], [6.432, -3.992, 1.382], [5.940, -3.689, 4.661], [5.642, -4.338, 6.017], [3.334, -2.093, 4.883], [2.461, -3.603, 4.246], [2.280, -1.988, 3.526], [3.745, -3.193, 2.164], [4.775, -1.891, 3.017], [6.098, -5.613, 2.881], [4.708, -5.317, 1.901], [7.316, -3.580, 1.930], [6.732, -4.783, 0.645], [5.889, -3.225, 0.815], [5.996, -2.571, 4.717], [6.964, -3.893, 4.361], [6.354, -4.214, 6.823], [5.649, -5.422, 5.768], [4.626, -4.117, 6.367], [-4.388, 0.502, 5.021], [-3.369, 1.469, 4.263], [-2.207, 1.873, 5.034], [-1.311, 0.779, 5.306], [-0.853, 0.016, 4.094], [-2.495, 2.639, 6.240], [-3.121, 3.996, 5.925], [-3.860, -0.294, 5.500], [-5.129, 0.190, 4.306], [-4.940, 1.135, 5.795], [-2.909, 0.915, 3.427], [-3.981, 2.305, 3.893], [-0.466, 1.212, 5.822], [-1.695, 0.031, 6.040], [-0.066, -0.638, 4.458], [-1.634, -0.599, 3.643], [-0.482, 0.693, 3.281], [-1.596, 2.891, 6.883], [-3.172, 2.043, 6.867], [-4.171, 4.108, 5.861], [-2.808, 4.317, 4.917], [-2.875, 4.797, 6.644]]}

No. 2
{"formula": "C70H63NO2P2Pd", "method": "ωB97M-V/def2-TZVPD", "lumo_ev": -0.055, "largest_force_ev_per_a": 3.5, "symbols": ["C", "C", "C", "C", "O", "C", "C", "N", "C", "C", "C", "C", "C", "C", "C", "C", "C", "C", "C", "C", "C", "O", "H", "H", "H", "H", "H", "H", "H", "H", "H", "H", "H", "H", "H", "H", "H", "H", "H", "H", "H", "H", "C", "C", "C", "C", "C", "C", "C", "C", "C", "C", "C", "C", "C", "Pd", "P", "C", "C", "C", "C", "C", "C", "C", "C", "C", "C", "C", "C", "C", "C", "C", "C", "C", "C", "P", "C", "C", "C", "C", "C", "C", "C", "C", "C", "C", "C", "C", "C", "C", "C", "C", "C", "C", "C", "C", "H", "H", "H", "H", "H", "H", "H", "H", "H", "H", "H", "H", "H", "H", "H", "H", "H", "H", "H", "H", "H", "H", "H", "H", "H", "H", "H", "H", "H", "H", "H", "H", "H", "H", "H", "H", "H", "H", "H", "H", "H", "H", "H"], "xyz": [[3.964, 2.476, 0.001], [3.686, 1.008, 0.242], [3.127, 0.354, -0.993], [5.024, 0.375, 0.568], [2.790, 0.723, 1.383], [1.566, 1.279, 1.518], [0.610, 0.642, 2.613], [-0.684, 0.668, 2.180], [-1.553, -0.109, 1.592], [-2.723, 0.617, 1.056], [-3.955, 0.001, 0.786], [-5.042, 0.753, 0.349], [-4.899, 2.135, 0.151], [-3.664, 2.750, 0.396], [-2.588, 2.000, 0.863], [-1.386, -1.566, 1.400], [-1.859, -2.277, 0.275], [-1.415, -3.565, 0.009], [-0.567, -4.200, 0.918], [-0.271, -3.579, 2.137], [-0.682, -2.275, 2.376], [1.187, 2.261, 0.899], [4.486, 2.959, 0.845], [4.642, 2.540, -0.868], [3.055, 3.028, -0.247], [2.996, -0.717, -0.815], [2.184, 0.825, -1.262], [3.823, 0.480, -1.827], [4.937, -0.699, 0.777], [5.690, 0.482, -0.302], [5.519, 0.870, 1.417], [0.972, -0.373, 2.941], [-4.059, -1.064, 0.966], [-6.011, 0.275, 0.184], [-5.749, 2.720, -0.205], [-3.536, 3.824, 0.266], [-1.632, 2.474, 1.091], [-2.566, -1.803, -0.394], [-1.734, -4.077, -0.893], [-0.217, -5.203, 0.711], [0.333, -4.085, 2.884], [-0.534, -1.828, 3.358], [-0.886, 4.011, 10.054], [0.400, 3.474, 10.137], [0.942, 2.875, 8.910], [0.075, 2.607, 7.726], [0.636, 2.053, 6.517], [0.009, 1.908, 5.286], [0.693, 1.962, 3.962], [2.201, 2.035, 4.133], [3.008, 0.921, 3.905], [4.389, 0.968, 4.063], [4.974, 2.165, 4.474], [4.168, 3.277, 4.785], [2.783, 3.164, 4.710], [0.859, 0.912, 9.534], [-0.784, -0.342, 10.321], [-2.383, 0.276, 9.753], [-3.203, 1.054, 10.583], [-4.403, 1.565, 10.085], [-4.788, 1.306, 8.769], [-3.983, 0.504, 7.948], [-2.790, -0.025, 8.441], [-0.932, -2.120, 10.073], [-2.195, -2.734, 10.164], [-2.316, -4.119, 10.042], [-1.180, -4.910, 9.857], [0.077, -4.307, 9.787], [0.202, -2.921, 9.864], [-0.734, -0.052, 12.104], [-1.148, -1.048, 13.004], [-1.072, -0.813, 14.380], [-0.577, 0.402, 14.866], [-0.148, 1.390, 13.973], [-0.221, 1.158, 12.600], [2.832, -0.049, 9.315], [4.007, 1.313, 9.570], [4.404, 1.651, 10.874], [5.092, 2.848, 11.081], [5.392, 3.682, 9.999], [5.014, 3.337, 8.698], [4.320, 2.146, 8.478], [3.162, -1.262, 10.620], [3.823, -2.466, 10.306], [3.807, -3.525, 11.213], [3.152, -3.395, 12.439], [2.539, -2.188, 12.777], [2.562, -1.119, 11.884], [3.424, -0.799, 7.789], [4.803, -0.777, 7.507], [5.309, -1.501, 6.428], [4.446, -2.284, 5.655], [3.079, -2.303, 5.930], [2.552, -1.563, 6.988], [-1.268, 2.994, 7.847], [-1.709, 3.740, 8.937], [-1.277, 4.646, 10.861], [1.050, 3.662, 11.021], [2.022, 2.999, 8.731], [1.665, 1.700, 6.620], [-1.087, 1.776, 5.279], [0.251, 2.758, 3.258], [2.553, -0.052, 3.769], [4.983, 0.089, 3.814], [6.080, 2.216, 4.520], [4.629, 4.209, 5.102], [2.141, 3.972, 5.043], [-2.903, 1.276, 11.608], [-5.028, 2.187, 10.731], [-5.705, 1.746, 8.370], [-4.278, 0.296, 6.918], [-2.175, -0.670, 7.807], [-3.096, -2.134, 10.307], [-3.303, -4.576, 10.104], [-1.278, -5.993, 9.760], [0.971, -4.917, 9.653], [1.187, -2.458, 9.782], [-1.503, -2.005, 12.633], [-1.421, -1.580, 15.073], [-0.516, 0.581, 15.944], [0.273, 2.333, 14.327], [0.137, 1.940, 11.917], [4.152, 0.997, 11.712], [5.397, 3.121, 12.096], [5.903, 4.628, 10.170], [5.236, 3.979, 7.847], [4.015, 1.862, 7.462], [4.316, -2.588, 9.341], [4.301, -4.460, 10.951], [3.098, -4.240, 13.126], [2.017, -2.070, 13.727], [2.061, -0.184, 12.146], [5.500, -0.200, 8.121], [6.376, -1.464, 6.208], [4.847, -2.870, 4.826], [2.405, -2.903, 5.315], [1.483, -1.580, 7.212], [-1.966, 2.721, 7.051], [-2.744, 4.115, 8.936]]}

Gap between HOMO and LUMO in eV, matching the order above: 8.3, 6.1
Total energy in eV, matching the order above: -790668.195, -101253.022